107
Properties=species:S:1:pos:R:3 method="wB97M-V/def2-TZVPD" s_squared=0.76 total_charge=-1 e_lumo_ha="0.0755 / 0.0755" homo_lumo_gap_ev="5.6449 / 5.9158" multiplicity=2
Ti 1.23 0.26 0.39
C -1.89 0.68 -2.10
P -2.15 0.63 -0.29
C -2.72 2.32 -0.06
C -2.07 3.07 0.93
C -2.49 4.37 1.23
C -3.55 4.93 0.54
C -4.16 4.21 -0.49
C -3.74 2.94 -0.83
C -3.74 -0.27 -0.13
C -4.52 0.02 1.00
C -5.88 -0.36 1.03
C -6.37 -1.22 0.04
C -5.52 -1.60 -1.01
C -4.21 -1.18 -1.09
C -0.94 -0.41 -2.42
C -0.98 -1.16 -3.63
C -0.06 -2.17 -3.49
C 0.53 -2.01 -2.19
C 1.51 -2.92 -1.57
P 1.09 -2.82 0.22
C -0.36 -3.96 0.16
C -0.15 -5.34 0.09
C -1.26 -6.20 -0.05
C -2.55 -5.68 0.04
C -2.75 -4.31 0.15
C -1.68 -3.44 0.26
C 2.19 -3.86 1.18
C 3.54 -3.99 0.86
C 4.41 -4.58 1.79
C 3.96 -5.09 2.99
C 2.60 -5.03 3.26
C 1.70 -4.44 2.36
N -0.05 -0.98 -1.50
H -1.39 1.64 -2.36
H -2.81 0.54 -2.69
H -1.29 2.60 1.51
H -2.02 4.91 2.06
H -3.93 5.92 0.84
H -4.97 4.67 -1.08
H -4.21 2.42 -1.65
H -4.07 0.66 1.76
H -6.54 0.04 1.82
H -7.40 -1.59 0.07
H -5.91 -2.24 -1.78
H -3.60 -1.52 -1.92
H -1.60 -0.93 -4.52
H 0.13 -2.97 -4.21
H 2.54 -2.56 -1.74
H 1.37 -3.94 -2.03
H 0.87 -5.76 0.06
H -1.08 -7.26 -0.19
H -3.40 -6.35 0.03
H -3.78 -3.91 0.22
H -1.81 -2.38 0.41
H 3.87 -3.65 -0.12
H 5.48 -4.58 1.53
H 4.65 -5.49 3.74
H 2.22 -5.44 4.18
H 0.66 -4.38 2.61
C -2.54 -2.05 3.99
C -1.30 -1.15 4.14
C -0.66 -0.72 2.89
N -0.19 -0.52 1.83
H -2.79 -2.50 4.93
H -2.37 -2.87 3.25
H -3.39 -1.43 3.70
H -0.50 -1.69 4.69
H -1.56 -0.23 4.71
F 6.80 -0.57 -2.02
C 5.51 -0.49 -1.54
C 4.52 0.08 -2.32
C 3.23 0.16 -1.80
C 2.98 -0.25 -0.48
C 3.98 -0.92 0.25
C 5.26 -1.04 -0.27
H 4.76 0.53 -3.29
H 2.39 0.45 -2.42
H 3.77 -1.32 1.24
H 6.03 -1.61 0.27
F -0.05 7.52 -5.67
C 0.85 7.59 -4.61
F 0.44 8.66 -3.84
F 2.09 7.88 -5.15
C 0.91 6.35 -3.78
C -0.16 6.09 -2.88
C -0.20 4.95 -2.09
C 0.87 4.03 -2.15
C 1.91 4.27 -3.06
C 1.95 5.39 -3.86
C 0.88 2.89 -1.33
C 0.73 1.93 -0.55
H -1.02 6.76 -2.87
H -1.06 4.74 -1.44
H 2.70 3.54 -3.10
H 2.78 5.52 -4.56
C 3.35 2.46 4.11
C 2.91 1.15 4.20
C 2.36 0.51 3.10
C 2.16 1.21 1.91
C 2.69 2.51 1.79
C 3.18 3.14 2.91
H 3.81 2.92 4.97
H 2.98 0.57 5.14
H 2.02 -0.51 3.17
H 2.61 3.03 0.85
H 3.46 4.21 2.82

***

108
Properties=species:S:1:pos:R:3 method="wB97M-V/def2-TZVPD" total_charge=0 e_lumo_ha=-0.0639 homo_lumo_gap_ev=5.3635
O 8.45 -3.37 -4.33
C 8.70 -3.17 -3.16
C 9.55 -4.12 -2.38
C 10.08 -5.23 -3.02
C 10.90 -6.10 -2.32
C 11.19 -5.86 -0.98
C 10.65 -4.76 -0.34
C 9.82 -3.89 -1.03
C 9.23 -2.72 -0.32
O 9.43 -2.55 0.87
C 8.40 -1.76 -1.10
C 7.87 -0.65 -0.46
C 7.12 0.26 -1.18
C 6.89 0.07 -2.54
C 7.41 -1.05 -3.18
C 8.16 -1.97 -2.46
H 9.85 -5.41 -4.06
H 11.32 -6.96 -2.82
H 11.84 -6.53 -0.44
H 10.87 -4.57 0.71
H 8.05 -0.50 0.59
H 6.70 1.13 -0.69
H 6.31 0.79 -3.10
H 7.24 -1.21 -4.23
O -3.78 -0.53 2.91
C -2.82 0.20 3.04
C -2.45 0.74 4.38
C -3.21 0.39 5.49
C -2.86 0.86 6.74
C -1.75 1.68 6.90
C -1.00 2.05 5.79
C -1.35 1.59 4.53
C -0.54 2.01 3.35
O 0.38 2.79 3.47
C -0.90 1.45 2.02
C -0.14 1.80 0.91
C -0.44 1.27 -0.33
C -1.50 0.38 -0.47
C -2.27 0.03 0.63
C -1.98 0.57 1.88
H -4.07 -0.26 5.37
H -3.45 0.57 7.61
H -1.48 2.04 7.88
H -0.14 2.70 5.90
H 0.68 2.49 1.03
H 0.15 1.54 -1.19
H -1.73 -0.05 -1.44
H -3.10 -0.66 0.53
O -7.42 -3.84 4.69
C -8.25 -3.03 5.04
C -8.03 -1.57 4.87
C -6.85 -1.13 4.27
C -6.64 0.22 4.07
C -7.60 1.15 4.47
C -8.77 0.72 5.08
C -8.98 -0.64 5.28
C -10.24 -1.08 5.96
O -11.05 -0.27 6.36
C -10.48 -2.54 6.11
C -11.66 -2.98 6.70
C -11.91 -4.33 6.82
C -10.98 -5.26 6.36
C -9.80 -4.83 5.78
C -9.54 -3.47 5.65
H -6.10 -1.85 3.96
H -5.72 0.56 3.61
H -7.44 2.20 4.30
H -9.52 1.43 5.39
H -12.37 -2.25 7.06
H -12.83 -4.67 7.28
H -11.18 -6.32 6.45
H -9.07 -5.55 5.42
C 3.54 -0.61 -3.92
C 2.69 0.42 -4.21
B 3.27 1.72 -4.82
C 2.39 2.45 -5.93
C 1.34 3.37 -5.23
C -0.09 2.82 -5.33
C -0.86 3.12 -4.05
N -2.31 3.14 -4.20
C -3.08 3.31 -5.32
C -4.40 3.30 -4.92
C -4.43 3.09 -3.53
C -3.12 3.00 -3.11
N 4.55 2.19 -4.29
C 5.45 2.93 -5.18
C 6.42 3.76 -4.35
H 3.79 -1.33 -4.70
H 4.00 -0.66 -2.93
H 1.63 0.42 -3.98
H 2.97 3.00 -6.67
H 1.86 1.67 -6.48
H 1.37 4.38 -5.64
H 1.62 3.45 -4.17
H -0.55 3.31 -6.18
H -0.06 1.74 -5.51
H -0.57 2.44 -3.26
H -0.56 4.12 -3.75
H -2.67 3.43 -6.30
H -5.26 3.43 -5.56
H -5.30 3.01 -2.90
H -2.80 2.85 -2.10
H 4.45 2.68 -3.41
H 4.92 3.63 -5.84
H 6.05 2.23 -5.76
H 7.23 4.17 -4.95
H 6.82 3.18 -3.52
H 5.86 4.60 -3.92

***

126
Properties=species:S:1:pos:R:3 method="wB97M-V/def2-TZVPD" de_lowest_kcal_mol=46.5 total_charge=0 e_lumo_ha=-0.0350 homo_lumo_gap_ev=8.6804
O 0.87 -7.02 -2.94
N 1.70 -6.85 -2.07
O 2.13 -7.77 -1.38
C 2.25 -5.52 -1.85
C 2.14 -4.55 -2.83
C 2.84 -3.36 -2.72
C 3.57 -3.13 -1.56
C 3.62 -4.05 -0.54
C 3.03 -5.29 -0.70
H 1.43 -4.70 -3.63
H 2.80 -2.55 -3.44
H 3.99 -2.13 -1.51
H 4.05 -3.88 0.44
H 3.26 -6.04 0.04
O -4.17 3.27 3.49
N -3.97 2.62 2.48
O -3.02 1.88 2.37
C -5.07 2.54 1.55
C -6.00 3.57 1.46
C -6.99 3.50 0.49
C -7.06 2.40 -0.36
C -6.18 1.33 -0.23
C -5.18 1.43 0.70
H -6.03 4.41 2.13
H -7.75 4.27 0.41
H -7.80 2.42 -1.15
H -6.41 0.44 -0.80
H -4.49 0.60 0.76
O 2.12 -5.88 4.88
N 1.69 -5.48 3.81
O 2.26 -4.70 3.08
C 0.49 -6.12 3.29
C -0.31 -5.36 2.44
C -1.59 -5.78 2.09
C -2.07 -7.00 2.56
C -1.26 -7.79 3.37
C 0.02 -7.36 3.71
H -0.03 -4.36 2.14
H -2.26 -5.20 1.49
H -3.09 -7.26 2.30
H -1.54 -8.76 3.75
H 0.67 -8.08 4.19
O 4.57 -0.24 6.77
N 3.67 -0.48 5.97
O 3.63 -1.45 5.25
C 2.49 0.40 6.03
C 2.41 1.38 7.01
C 1.20 2.08 7.14
C 0.20 1.97 6.18
C 0.40 1.06 5.13
C 1.54 0.30 5.03
H 3.03 1.50 7.89
H 0.97 2.60 8.07
H -0.74 2.50 6.23
H -0.40 0.96 4.40
H 1.70 -0.27 4.13
O -5.39 1.43 -3.45
N -4.23 1.69 -3.21
O -3.51 1.03 -2.49
C -3.78 3.04 -3.60
C -2.89 3.73 -2.77
C -2.46 4.99 -3.18
C -2.92 5.55 -4.35
C -3.94 4.94 -5.10
C -4.34 3.68 -4.70
H -2.42 3.21 -1.95
H -1.77 5.57 -2.58
H -2.57 6.51 -4.72
H -4.30 5.29 -6.05
H -5.10 3.08 -5.17
O 2.53 3.71 -3.19
N 3.14 3.89 -4.24
O 3.70 4.93 -4.50
C 3.12 2.77 -5.20
C 2.57 1.53 -4.92
C 2.43 0.57 -5.93
C 2.96 0.86 -7.18
C 3.56 2.10 -7.44
C 3.67 3.05 -6.44
H 2.16 1.46 -3.92
H 1.86 -0.32 -5.74
H 2.85 0.08 -7.93
H 3.93 2.27 -8.43
H 4.16 3.96 -6.73
O -7.04 -4.16 1.14
N -5.83 -4.11 1.26
O -5.09 -5.01 0.92
C -5.28 -2.99 1.98
C -6.06 -2.05 2.66
C -5.45 -1.02 3.36
C -4.05 -0.95 3.35
C -3.23 -1.83 2.70
C -3.91 -2.80 1.98
H -7.14 -2.12 2.71
H -6.02 -0.30 3.92
H -3.58 -0.20 3.98
H -2.17 -1.65 2.66
H -3.29 -3.42 1.33
O 2.02 -2.04 1.36
N 1.04 -1.35 1.42
O 0.23 -1.42 2.33
C 0.88 -0.19 0.52
C -0.38 0.38 0.42
C -0.55 1.48 -0.45
C 0.51 1.87 -1.23
C 1.79 1.31 -1.14
C 1.93 0.26 -0.26
H -1.18 -0.05 1.00
H -1.53 1.93 -0.48
H 0.34 2.52 -2.09
H 2.69 1.59 -1.65
H 2.86 -0.30 -0.25
O 4.96 1.10 -2.38
N 5.51 1.42 -1.34
O 5.67 0.68 -0.39
C 5.90 2.83 -1.21
C 6.18 3.33 0.06
C 6.68 4.60 0.24
C 6.83 5.42 -0.89
C 6.48 4.95 -2.15
C 6.13 3.63 -2.32
H 6.12 2.68 0.92
H 7.04 4.91 1.21
H 7.14 6.44 -0.71
H 6.62 5.70 -2.92
H 5.94 3.29 -3.33

***

109
Properties=species:S:1:pos:R:3 method="wB97M-V/def2-TZVPD" de_lowest_kcal_mol=38.5 total_charge=+4 e_lumo_ha=-0.4970 homo_lumo_gap_ev=3.6199
Pd 0.23 0.58 0.06
O 1.29 -2.39 -0.37
S 1.61 -1.25 0.45
C 1.69 -1.76 2.19
C 2.63 -2.68 2.63
C 2.64 -3.03 3.97
C 1.72 -2.48 4.85
C 0.77 -1.57 4.40
C 0.74 -1.22 3.05
P -0.61 -0.25 2.34
C -1.63 -1.47 1.47
C -1.37 -2.85 1.51
C -2.23 -3.72 0.87
C -3.33 -3.24 0.17
C -3.58 -1.87 0.11
C -2.74 -0.99 0.76
C -1.55 0.44 3.72
C -1.09 1.61 4.32
C -1.72 2.09 5.45
C -2.81 1.40 5.97
C -3.26 0.22 5.38
C -2.65 -0.25 4.23
C 3.30 -0.72 0.19
C 4.29 -1.66 -0.04
C 5.61 -1.23 -0.06
C 5.91 0.11 0.13
C 4.90 1.05 0.30
C 3.58 0.63 0.34
P 2.24 1.86 0.43
C 2.26 2.73 2.00
C 1.50 3.91 2.06
C 1.56 4.71 3.19
C 2.36 4.33 4.26
C 3.06 3.13 4.23
C 3.01 2.32 3.10
C 2.54 3.13 -0.83
C 2.08 2.92 -2.13
C 2.21 3.91 -3.09
C 2.80 5.12 -2.74
C 3.32 5.31 -1.47
C 3.19 4.32 -0.51
H 3.34 -3.12 1.94
H 3.37 -3.74 4.32
H 1.73 -2.77 5.89
H 0.04 -1.16 5.08
H -0.51 -3.24 2.05
H -2.05 -4.78 0.93
H -3.99 -3.93 -0.33
H -4.44 -1.51 -0.43
H -2.95 0.08 0.75
H -0.25 2.15 3.89
H -1.38 2.99 5.93
H -3.33 1.79 6.84
H -4.07 -0.33 5.81
H -3.00 -1.16 3.76
H 4.03 -2.69 -0.22
H 6.40 -1.95 -0.22
H 6.94 0.44 0.13
H 5.15 2.10 0.39
H 0.89 4.20 1.21
H 0.99 5.62 3.23
H 2.43 4.97 5.13
H 3.66 2.83 5.07
H 3.58 1.40 3.07
H 1.62 1.97 -2.38
H 1.87 3.75 -4.10
H 2.87 5.91 -3.48
H 3.83 6.22 -1.22
H 3.60 4.48 0.48
S -0.02 0.00 -2.46
C -0.88 1.31 -3.17
N -1.01 1.40 -4.49
C -1.98 2.36 -5.02
C -1.90 3.66 -4.25
N -2.01 3.41 -2.82
C -2.63 4.43 -2.02
C -4.13 4.51 -2.19
C -4.75 5.76 -2.10
C -6.12 5.87 -2.12
C -6.90 4.72 -2.28
C -6.29 3.47 -2.37
C -4.92 3.36 -2.34
C -1.46 2.31 -2.30
S -1.52 2.04 -0.61
C -0.30 0.56 -5.45
C 0.76 1.36 -6.19
C 0.43 2.07 -7.34
C 1.39 2.84 -7.99
C 2.71 2.83 -7.53
C 3.05 2.07 -6.42
C 2.07 1.36 -5.73
H -2.98 1.93 -4.95
H -1.76 2.54 -6.07
H -2.72 4.31 -4.55
H -0.96 4.18 -4.45
H -2.19 5.40 -2.27
H -2.40 4.24 -0.96
H -4.14 6.65 -2.00
H -6.59 6.84 -2.03
H -7.98 4.81 -2.36
H -6.91 2.59 -2.45
H -4.45 2.38 -2.39
H -1.02 0.15 -6.16
H 0.17 -0.26 -4.91
H -0.56 2.01 -7.77
H 1.12 3.43 -8.85
H 3.46 3.39 -8.06
H 4.08 2.02 -6.09
H 2.35 0.77 -4.86

***

Number 1: calculated total energy -4125.24699 a.u.. Number 2: calculated total energy -2670.46746 a.u.. Number 3: calculated total energy -3930.98303 a.u.. Number 4: calculated total energy -4273.88538 a.u..